C20H40NO3P3W | ωB97M-V with the def2-TZVPD basis set

Positions of all 68 atoms, in Å:
P -1.934123 2.499289 -1.068520
C -2.292097 3.500045 0.336685
H -2.953864 4.314607 0.007249
H -1.371109 3.930670 0.751852
H -2.795417 2.908736 1.114011
C -0.490200 3.022421 -1.976663
H -0.400139 2.483670 -2.930704
H 0.405407 2.838657 -1.366102
H -0.589704 4.098745 -2.177103
C -3.290931 2.142814 -2.167831
H -3.608171 3.082148 -2.641196
H -4.126807 1.718685 -1.591289
H -2.993299 1.422601 -2.945281
P -1.897371 -3.033092 -0.206671
C -2.568255 -2.560768 1.402341
H -3.133902 -3.402732 1.825108
H -3.225056 -1.691712 1.291740
H -1.742758 -2.288247 2.068746
C -3.325009 -3.460619 -1.239249
H -2.998169 -3.834411 -2.218170
H -3.928041 -2.555429 -1.398679
H -3.929267 -4.224041 -0.732654
C -0.980400 -4.570335 0.094565
H -1.683912 -5.381093 0.325822
H -0.295679 -4.412417 0.939193
H -0.384831 -4.842962 -0.786797
P 3.055116 -0.770324 0.926830
C 3.243186 -0.557172 2.663225
H 4.316966 -0.434484 2.867551
H 2.867540 -1.440762 3.198660
H 2.704544 0.333613 3.012577
C 3.842904 -2.203446 0.217808
H 4.884942 -2.226134 0.566056
H 3.824763 -2.166779 -0.880869
H 3.324512 -3.114245 0.553057
C 3.388945 0.684875 -0.042999
H 4.449663 0.941223 0.093405
H 2.744178 1.507259 0.296719
H 3.196654 0.497367 -1.109727
W -0.162158 -1.323758 -1.789539
C -1.346283 0.595595 -0.635858
O -1.739948 0.370769 0.503176
C 1.135965 -1.120872 0.359892
O 0.493521 -1.309736 1.392037
C 1.055665 -2.633810 -2.699345
C 1.595823 -1.316431 -2.757731
C 0.786125 -0.235528 -3.210583
C -0.585923 -0.449966 -3.539218
C -1.123084 -1.767095 -3.490562
C -0.306649 -2.857318 -3.055791
H 1.668586 -3.454440 -2.368929
H 2.617545 -1.137664 -2.478394
H 1.202571 0.757355 -3.259002
H -1.202459 0.374886 -3.843865
H -2.149529 -1.935489 -3.761353
H -0.709981 -3.849847 -3.018747
C 1.724842 4.072333 2.856645
N 0.752706 3.082147 3.297811
C 0.184252 3.190706 4.633787
C 0.359927 2.114029 2.444175
O 0.756320 2.044380 1.267240
H 1.845925 4.791856 3.669371
H 1.378177 4.586319 1.949965
H 2.693643 3.601311 2.637781
H -0.908470 3.310944 4.586175
H 0.398286 2.288495 5.225070
H 0.625948 4.063513 5.122762
H -0.352154 1.391095 2.890330

Forces on atoms 1 to 3 (eV/Å):
P 1.057 -0.885 -1.367
C -0.027 -0.032 0.723
H 0.010 -0.150 -0.009

Results
HOMO-LUMO gap (alpha / beta)	5.67 / 4.51	eV
electronic energy	-58667.1863	eV
2S+1	3
total charge	+4
energy relative to the best compared isomer or geometry (same formula, charge and spin)	0.000	eV
HOMO level (alpha / beta)	-19.54 / -19.54	eV
LUMO (alpha / beta)	-13.87 / -15.03	eV
⟨S²⟩	2.018